C23H38ClGaNO6S2 | ωB97M-V/def2-TZVPD

Structure (XYZ):
```
72
C23H38ClGaNO6S2, DFT ωB97M-V/def2-TZVPD
C 1.54444 4.53347 -2.61462
C 0.96523 3.31191 -3.39546
Ga 0.34567 1.95437 -1.98306
C 1.93305 1.49605 -0.71405
C 3.12702 0.88474 -1.40589
C 3.84781 1.80066 -2.38815
Cl 4.37826 0.47822 -0.06295
C -0.33697 0.21762 -2.78563
C 0.53053 -0.61612 -3.47409
C 0.13411 -1.81846 -4.00400
C -1.16041 -2.26778 -3.88675
C -2.04762 -1.43818 -3.23696
C -1.64461 -0.23667 -2.70911
N -0.94151 2.92948 -0.84917
C -1.42275 2.17738 0.23391
C -0.79952 2.50024 1.60412
O -2.30332 1.33341 0.17609
C -1.97033 3.55644 -1.58674
C -2.40144 4.93289 -1.05035
O -2.49854 3.11990 -2.59147
H 2.11660 5.22391 -3.24613
H 2.15587 4.17993 -1.77647
H 0.69895 5.04781 -2.14093
H 0.09490 3.68806 -3.94746
H 1.69855 2.85772 -4.06594
H 2.18976 2.41840 -0.17578
H 1.52533 0.79140 0.02184
H 2.83719 -0.08247 -1.81502
H 4.90986 1.52654 -2.38934
H 3.50051 1.65502 -3.41440
H 3.80762 2.85211 -2.10242
H 1.57830 -0.36052 -3.63331
H 0.83299 -2.47848 -4.51708
H -1.48368 -3.22679 -4.27807
H -3.08321 -1.75577 -3.12541
H -2.40597 0.36151 -2.21601
H -0.69923 1.58989 2.19380
H 0.15716 2.99255 1.40758
H -1.46785 3.23541 2.06590
H -1.96586 5.07535 -0.05283
H -1.98047 5.73207 -1.66668
H -3.48486 5.00593 -0.93805
C -5.50949 -1.81091 3.77480
C -5.13299 -1.30396 2.37721
C -4.41505 0.03959 2.55133
S -3.63931 -0.01295 4.16922
O -4.26200 0.97595 5.01694
O -2.20928 -0.08802 4.02227
C -4.26265 -1.62756 4.63213
H -5.83170 -2.85214 3.75596
H -6.32970 -1.21064 4.17664
H -4.46101 -2.01971 1.89911
H -6.00827 -1.19973 1.73708
H -3.65230 0.19157 1.78915
H -5.11596 0.87246 2.54404
H -4.46521 -1.65005 5.70081
H -3.49760 -2.36140 4.37901
C 4.37939 -4.77489 2.56785
C 4.59694 -3.27622 2.32468
C 4.26837 -2.99416 0.85369
S 3.06155 -4.23104 0.36450
O 3.65531 -5.09064 -0.63119
O 1.78354 -3.60681 0.15970
C 3.03783 -5.10874 1.92657
H 4.38620 -5.01893 3.63039
H 5.17598 -5.34641 2.08481
H 3.92587 -2.70214 2.96733
H 5.61611 -2.97336 2.56291
H 3.84384 -2.00151 0.71986
H 5.14391 -3.11117 0.21782
H 2.89653 -6.17244 1.74758
H 2.20960 -4.71320 2.51436
```

Orbital gap = 7.4 eV
Total charge = -1
Electronic energy = -4586.79967 hartree



C23H38NNiO6PSSi2Te | ωB97M-V/def2-TZVPD

Structure (XYZ):
```
74
C23H38NNiO6PSSi2Te, DFT ωB97M-V/def2-TZVPD
Ni -0.53093 -0.38596 -0.05180
C -0.86391 4.15208 -0.27987
Si -1.84260 2.65977 0.44158
C -3.62534 3.30974 0.26707
C -1.29247 2.65905 2.24423
C -1.65238 3.77649 3.00725
C -1.23825 3.94004 4.31938
C -0.42542 2.97387 4.89468
C -0.05868 1.86262 4.15038
C -0.48140 1.67243 2.82684
Si 0.20790 0.07661 2.01065
C 2.07463 0.38415 1.73820
C 0.01708 -1.19069 3.42433
H -1.27934 5.11064 0.04634
H -0.88717 4.13140 -1.37478
H 0.18474 4.11563 0.02907
H -3.71582 4.38329 0.45478
H -4.29834 2.77063 0.93808
H -3.96248 3.11769 -0.75608
H -2.27610 4.54399 2.55586
H -1.54055 4.81480 4.88535
H -0.07783 3.08295 5.91629
H 0.57829 1.11831 4.61775
H 2.67699 -0.12160 2.49803
H 2.30197 1.45270 1.77862
H 2.38590 0.01123 0.76088
H 0.87688 -1.16891 4.09905
H -0.06754 -2.21564 3.06575
H -0.87516 -0.96064 4.01304
C 2.01932 2.73294 -2.78682
C 1.30963 1.64076 -3.57832
C -0.19695 1.89087 -3.56899
C 1.83454 1.56901 -5.01035
O 1.66742 0.42096 -2.90608
P 0.73380 -0.92567 -2.96666
O 0.45274 -1.28578 -4.37592
O -0.40081 -0.74422 -2.00974
O 1.72897 -1.95482 -2.22115
C 3.08366 -2.30110 -2.56416
C 3.38836 -2.07111 -4.04173
C 4.01087 -1.47087 -1.68073
C 3.21748 -3.77984 -2.22189
H 1.86040 3.71022 -3.24967
H 3.09155 2.52955 -2.74874
H 1.63166 2.75702 -1.76738
H -0.40299 2.86455 -4.02236
H -0.57636 1.88002 -2.54774
H -0.71368 1.11979 -4.14097
H 1.59806 2.48784 -5.55423
H 1.37651 0.71746 -5.51417
H 2.91953 1.43846 -5.00350
H 3.35907 -1.00911 -4.28181
H 2.65462 -2.58065 -4.66487
H 4.38755 -2.45485 -4.26479
H 3.84074 -0.40931 -1.86333
H 5.05596 -1.71053 -1.89278
H 3.81502 -1.68803 -0.62930
H 2.53543 -4.36667 -2.84060
H 2.98318 -3.94856 -1.17038
H 4.23905 -4.12469 -2.39775
N 0.42632 -2.97915 0.66720
C 0.08089 -1.91689 0.33197
H 1.03183 -3.78769 0.75800
O -2.31155 0.96682 0.16017
O -0.99911 1.45780 -0.46321
Te 3.11932 -4.27323 2.48348
C 4.24673 -5.94042 3.08703
C 5.59436 -6.16604 2.98293
C 6.02335 -7.41090 3.52360
C 5.00038 -8.14382 4.04276
S 3.50906 -7.29799 3.86794
H 6.25696 -5.44477 2.52474
H 7.05341 -7.74599 3.52384
H 5.05115 -9.11546 4.50958
```

Orbital gap = 5.8 eV
Total charge = -2
Energy above the lowest of the compared OMol25 structures with the same formula, charge and spin = 0.00 kJ/mol
Electronic energy = -4500.44306 hartree



Calculated values (eV) of E_HOMO for the records, taken in order: -5.12, -1.65.